Below is a single C6H11N2O2P molecule, with properties calculated with the ωB97M-V functional and the def2-TZVPD basis.

The geometry in XYZ format:
```
22
Properties=species:S:1:pos:R:3:nbo_charge:R:1
C -0.213 -3.802 -0.950 -0.2650
O -0.932 -2.788 -0.332 -0.7865
P -0.780 -1.222 -0.994 0.9873
C -1.378 -0.554 0.564 -0.7311
C 0.117 -0.167 0.736 0.0053
C 1.080 -1.117 1.513 -0.6357
N 0.469 1.153 0.645 -0.1137
N -0.013 2.097 -0.024 -0.2294
C -0.223 3.404 -0.090 0.6204
C 0.598 3.922 -1.224 -0.6986
O -0.951 3.989 0.702 -0.5908
H 0.830 -3.654 -0.870 0.1795
H -0.678 -4.013 -1.903 0.1838
H -0.296 -4.794 -0.384 0.1890
H -1.674 -1.224 1.324 0.2584
H -1.902 0.319 0.522 0.2390
H 1.581 -1.709 0.773 0.2197
H 0.487 -1.744 2.261 0.2177
H 1.685 -0.462 2.179 0.2443
H 1.453 3.333 -1.428 0.2288
H 0.828 5.003 -0.981 0.2385
H -0.087 4.032 -2.037 0.2392
```

The HOMO energy (spin up / spin down) is -7.972 / -7.980 eV. The value obtained for the LUMO energy (spin up / spin down) is -0.808 / -0.811 eV. As for the structure (SMILES): COP1C[C@]1(C)/N=N/C(C)=O.